Molecular formula: C10H22BO2SbSe6Tl
Method: DFT, ωB97M-V/def2-TZVPD

```
43
Properties=species:S:1:pos:R:3:lowdin_charge:R:1
Tl 1.2550 1.2124 -0.7698 0.10
Se 4.5236 -0.8184 2.0436 -0.18
Sb 3.4555 1.2748 1.5210 -0.19
Se 3.7730 1.7145 -1.0818 -0.03
Se 0.8198 1.1555 1.8278 0.03
Se 4.1158 3.3455 2.5676 -0.24
C -3.5189 1.4611 -1.1858 -0.39
Se -1.9377 1.3310 -0.0372 0.87
C -1.9697 3.2011 0.5789 -0.55
C -1.1660 4.1449 -0.2974 -0.54
Se 0.7783 4.0006 -0.0368 0.85
C 1.2923 5.2709 -1.4161 -0.37
H -4.4111 1.6030 -0.5794 0.01
H -3.5874 0.5224 -1.7312 0.02
H -3.4015 2.2816 -1.8913 0.02
H -1.5919 3.1949 1.5996 0.04
H -3.0192 3.4973 0.5944 0.06
H -1.4122 5.1808 -0.0530 0.07
H -1.3629 3.9705 -1.3563 0.06
H 0.9080 4.9564 -2.3840 0.03
H 2.3796 5.2575 -1.4278 0.02
H 0.9283 6.2617 -1.1533 0.02
C 1.6312 -3.9764 -0.6156 -0.01
C 0.9784 -2.8917 0.2350 -0.44
C 1.3108 -3.1136 1.6998 -0.02
O 1.5766 -1.6397 -0.1925 0.02
B 0.6595 -0.9117 -0.8725 -0.84
O -0.5818 -1.4830 -0.8942 0.03
C -0.5518 -2.6755 -0.0602 -0.45
C -1.2165 -3.7959 -0.8462 -0.02
C -1.3741 -2.3514 1.1812 -0.02
H 2.7074 -3.9218 -0.4550 0.10
H 1.4402 -3.8222 -1.6783 0.09
H 1.2781 -4.9669 -0.3226 0.09
H 2.3787 -3.2936 1.7984 0.07
H 0.7584 -3.9708 2.0925 0.09
H 1.0821 -2.2276 2.2891 0.08
H -0.7683 -3.9032 -1.8329 0.08
H -2.2706 -3.5522 -0.9832 0.09
H -1.1379 -4.7437 -0.3118 0.09
H -0.9350 -1.5095 1.7157 0.07
H -1.4378 -3.2094 1.8511 0.09
H -2.3782 -2.0601 0.8703 0.09
```

Its energy above the lowest of the compared OMol25 structures with the same formula, charge and spin is 171.63 kJ/mol. The molecular weight is 984.999 g/mol. The value obtained for the total energy is -15391.0647 Eh. The orbital gap is 5.92 eV. As for the net charge: -1.



Molecular formula: C5H7N
Method: DFT, ωB97M-V/def2-TZVPD

```
13
Properties=species:S:1:pos:R:3:lowdin_charge:R:1
C 2.1009 -0.1452 -0.1403 -0.07
C 0.6364 0.1897 -0.0168 -0.50
C 0.4009 1.4984 0.1171 0.21
C -1.9928 0.7917 0.2195 0.00
C -1.6341 -0.4730 -0.0232 -0.20
N -0.3030 -0.8238 -0.1138 0.01
H 2.4397 -0.7461 0.7107 0.08
H 2.2896 -0.6950 -1.0687 0.08
H 2.6939 0.7737 -0.1620 0.08
H -1.2633 1.5346 0.5883 -0.01
H -3.0098 1.1535 0.1364 0.06
H -2.3444 -1.2728 -0.2136 0.11
H -0.0139 -1.7858 -0.0335 0.14
```

Its energy above the lowest of the compared OMol25 structures with the same formula, charge and spin is 426.72 kJ/mol. The molecular weight is 81.118 g/mol. The value obtained for the total energy is -249.3107 Eh. The orbital gap is 8.84 eV. As for the net charge: 0.



Molecular formula: C5H10FNO
Method: DFT, ωB97M-V/def2-TZVPD

```
18
Properties=species:S:1:pos:R:3:lowdin_charge:R:1
C 0.7727 -0.5026 -0.0947 -0.33
C -1.8011 -0.8107 1.0832 -0.02
C -1.7073 0.0014 -1.3178 -0.04
C 2.9265 0.7015 0.0918 -0.06
C -1.1354 0.0970 0.0665 -0.39
N 1.5090 0.6324 -0.0919 0.02
O 0.9871 -1.6692 -0.0883 0.10
F -1.2026 1.4388 0.3960 -0.01
H -1.6790 -0.4562 2.0593 0.07
H -1.3453 -1.7148 1.1956 0.05
H -2.7700 -1.0862 0.9327 0.05
H -1.4585 0.9310 -1.8882 0.10
H -2.7062 -0.1489 -1.1300 0.04
H -1.4214 -0.8114 -2.0345 0.11
H 3.2553 -0.2608 -0.0082 0.07
H 3.3154 1.3243 -0.5720 0.05
H 3.3075 0.8961 1.0365 0.08
H 1.1532 1.4382 0.3640 0.12
```

Its energy above the lowest of the compared OMol25 structures with the same formula, charge and spin is 165.62 kJ/mol. The molecular weight is 119.139 g/mol. The value obtained for the total energy is -426.2973 Eh. The orbital gap is 9.55 eV. As for the net charge: 0.



Molecular formula: C24H29NO5
Method: DFT, ωB97M-V/def2-TZVPD

```
59
Properties=species:S:1:pos:R:3:lowdin_charge:R:1
C -0.8066 5.0834 0.5591 -0.06
C -1.7552 4.0615 1.1566 -0.21
H -1.5527 3.9039 2.2219 0.13
H -2.8009 4.3723 1.0532 0.13
O -1.5719 2.8239 0.4673 -0.01
C -2.4067 1.8322 0.7832 -0.45
O -3.2836 1.9501 1.6019 0.13
C -2.1337 0.5754 -0.0407 -0.34
C -0.6349 0.2360 0.0178 -0.08
C -0.2621 -0.8248 -1.0227 -0.15
N -0.6051 -0.4543 -2.3836 -0.15
C -2.0194 -0.1628 -2.4799 -0.17
C -2.5038 0.9166 -1.5007 -0.09
H -2.0393 1.8682 -1.7652 0.12
H -3.5859 1.0313 -1.5905 0.13
H -2.5554 -1.0986 -2.2978 0.12
H -2.2429 0.1531 -3.5024 0.12
C 0.2420 0.5928 -2.9395 -0.13
C 1.6725 0.1395 -3.0010 -0.15
C 2.6750 0.7993 -2.3252 -0.16
C 4.0039 0.3797 -2.3737 -0.20
C 4.3850 -0.7243 -3.0956 0.00
C 3.3778 -1.4055 -3.7775 -0.08
C 2.0632 -0.9862 -3.7317 -0.04
H 1.2990 -1.5341 -4.2595 0.11
H 3.6385 -2.2798 -4.3536 0.10
H 5.4130 -1.0429 -3.1269 0.12
O 4.7748 1.2218 -1.6135 0.04
C 3.8904 2.1813 -1.0802 -0.16
O 2.5801 1.9172 -1.5287 0.03
H 4.1969 3.1879 -1.4089 0.14
H 3.9188 2.1370 0.0210 0.14
H 0.2017 1.5372 -2.3770 0.12
H -0.1141 0.7850 -3.9573 0.13
H -0.7784 -1.7599 -0.7933 0.12
H 0.8122 -1.0158 -0.9796 0.13
H -0.0600 1.1435 -0.1732 0.11
H -0.3685 -0.1297 1.0081 0.12
C -3.0405 -0.5510 0.4818 -0.09
C -2.7024 -1.0529 1.8839 -0.18
O -1.6372 -1.9792 1.7881 -0.06
C -1.1458 -2.5401 2.9255 -0.27
C -0.0666 -3.4092 2.7527 -0.01
C 0.5053 -4.0354 3.8397 -0.09
C 0.0154 -3.8069 5.1167 -0.11
C -1.0508 -2.9451 5.2901 -0.09
C -1.6353 -2.3096 4.2063 -0.02
H -2.4665 -1.6422 4.3712 0.10
H -1.4404 -2.7593 6.2805 0.10
H 0.4629 -4.2975 5.9676 0.10
H 1.3389 -4.7059 3.6915 0.10
H 0.3019 -3.5740 1.7520 0.11
H -2.4319 -0.2152 2.5372 0.13
H -3.5850 -1.5511 2.3078 0.14
H -3.0000 -1.4048 -0.1926 0.12
H -4.0634 -0.1716 0.5015 0.13
H -0.9081 6.0280 1.0854 0.08
H -1.0331 5.2365 -0.4927 0.08
H 0.2191 4.7348 0.6450 0.08
```

Its energy above the lowest of the compared OMol25 structures with the same formula, charge and spin is 20.26 kJ/mol. The molecular weight is 411.498 g/mol. The value obtained for the total energy is -1362.8856 Eh. The orbital gap is 8.78 eV. As for the net charge: 0. Its SMILES is CCOC(=O)C1(CCOc2ccccc2)CCN(Cc2cccc3c2OCO3)CC1.



Molecular formula: C31H38BF4N2P2Si2Ti
Method: DFT, ωB97M-V/def2-TZVPD

```
81
Properties=species:S:1:pos:R:3:lowdin_charge:R:1
Ti -0.2671 0.2468 -0.6390 0.94
C 1.9806 -3.0997 -1.6151 -0.15
Si 2.6148 -1.3448 -1.5134 0.35
C 4.4216 -1.3821 -1.0169 -0.17
C 2.4568 -0.4828 -3.1670 -0.17
N 1.6459 -0.4294 -0.3878 -0.33
P 1.4279 -0.4590 1.2301 0.69
C -0.1610 0.0888 1.4411 -0.45
P -0.6125 1.7157 1.4672 0.70
N -0.4624 2.1872 -0.0993 -0.32
Si -0.7793 3.5788 -1.0977 0.35
C -1.3014 5.0742 -0.1018 -0.16
C -2.1146 3.1536 -2.3315 -0.17
C 0.8098 3.9608 -2.0154 -0.17
C -2.3338 1.8815 2.0008 -0.28
C -3.1797 0.7797 1.9330 -0.07
C -4.5236 0.9139 2.2496 -0.07
C -5.0262 2.1452 2.6439 -0.08
C -4.1838 3.2463 2.7281 -0.08
C -2.8420 3.1144 2.4071 -0.10
C 0.3146 2.8082 2.5696 -0.29
C 0.0558 2.7839 3.9390 -0.08
C 0.7963 3.5752 4.8013 -0.08
C 1.8037 4.3906 4.3011 -0.08
C 2.0734 4.4100 2.9410 -0.08
C 1.3293 3.6194 2.0765 -0.09
C 1.6275 -2.1437 1.8558 -0.29
C 2.8740 -2.6330 2.2372 -0.09
C 3.0270 -3.9714 2.5690 -0.08
C 1.9340 -4.8258 2.5179 -0.08
C 0.6874 -4.3392 2.1467 -0.07
C 0.5321 -3.0016 1.8183 -0.08
C 2.7273 0.4973 2.0464 -0.30
C 3.6682 1.1944 1.2995 -0.08
C 4.6450 1.9496 1.9360 -0.08
C 4.6683 2.0234 3.3196 -0.08
C 3.7159 1.3443 4.0715 -0.08
C 2.7513 0.5802 3.4380 -0.08
H 2.5221 -3.6710 -2.3730 0.04
H 0.9187 -3.1167 -1.8712 0.03
H 2.0995 -3.6128 -0.6573 0.02
H 4.9751 -2.0290 -1.7024 0.03
H 4.5468 -1.7888 -0.0116 0.02
H 4.8879 -0.3961 -1.0423 0.02
H 3.0551 -0.9844 -3.9310 0.03
H 2.8035 0.5518 -3.1014 0.03
H 1.4226 -0.4780 -3.5145 0.02
H -2.3146 4.9607 0.2858 0.02
H -1.2898 5.9561 -0.7472 0.04
H -0.6317 5.2673 0.7392 0.02
H -3.0385 2.8763 -1.8199 0.04
H -1.8278 2.3085 -2.9629 0.03
H -2.3266 4.0005 -2.9884 0.03
H 1.6100 4.2536 -1.3318 0.02
H 0.6694 4.7719 -2.7336 0.03
H 1.1558 3.0845 -2.5707 0.02
H -2.7751 -0.1793 1.6334 0.10
H -5.1779 0.0542 2.1897 0.11
H -6.0747 2.2467 2.8931 0.10
H -4.5713 4.2054 3.0467 0.10
H -2.1857 3.9723 2.4868 0.10
H -0.7310 2.1476 4.3277 0.12
H 0.5873 3.5587 5.8631 0.11
H 2.3812 5.0105 4.9752 0.10
H 2.8655 5.0372 2.5531 0.11
H 1.5391 3.6233 1.0135 0.09
H 3.7268 -1.9662 2.2879 0.10
H 3.9973 -4.3463 2.8679 0.10
H 2.0536 -5.8710 2.7725 0.10
H -0.1654 -5.0046 2.1107 0.11
H -0.4365 -2.6156 1.5237 0.10
H 3.6273 1.1448 0.2191 0.09
H 5.3828 2.4836 1.3507 0.11
H 5.4257 2.6162 3.8169 0.10
H 3.7282 1.4121 5.1517 0.11
H 2.0095 0.0473 4.0226 0.12
F -0.8432 -0.7655 -2.4370 0.00
B -2.1497 -1.1424 -1.8373 -1.21
F -1.8091 -2.0503 -0.8448 0.15
F -2.4772 0.0846 -1.1698 0.07
F -3.0452 -1.5369 -2.7525 0.23
```

Its energy above the lowest of the compared OMol25 structures with the same formula, charge and spin is 18.94 kJ/mol. The molecular weight is 691.450 g/mol. The value obtained for the total energy is -3849.5401 Eh. The orbital gap (spin up / spin down) is 8.10 / 8.80 eV. As for the net charge: 0. The multiplicity is 2.



Which value of energy above the lowest of the compared OMol25 structures with the same formula, charge and spin does entry 3 give?
165.62 kJ/mol